A structure of composition H24NeO12 in a non-equilibrium geometry. Source: the OMol25 dataset; level of theory: ωB97M-V with the def2-TZVPD basis set.

## Properties
Kohn-Sham gap in eV: 9.9

The geometry in ORCA input format:
```
! wB97M-V def2-TZVPD RIJCOSX def2/J DEFGRID3
* xyz 0 1
Ne 10.34 -4.35 10.09
O 9.57 -7.16 11.44
H 9.02 -6.89 10.71
H 9.67 -8.11 11.33
O 12.08 -2.98 12.97
H 12.64 -3.73 13.17
H 12.61 -2.22 13.22
O 12.50 -6.61 9.63
H 13.17 -6.06 10.05
H 11.86 -5.99 9.29
O 10.40 -1.17 9.74
H 10.98 -0.45 10.00
H 10.22 -1.64 10.55
O 7.79 -6.54 9.21
H 7.21 -7.27 9.42
H 8.40 -6.89 8.57
O 11.62 -6.30 13.03
H 11.14 -6.37 13.85
H 10.94 -6.40 12.35
O 11.34 -5.11 7.14
H 10.56 -5.09 6.58
H 11.45 -4.20 7.43
O 13.41 -3.94 10.57
H 12.63 -3.62 11.01
H 13.67 -3.22 9.99
O 11.38 -2.56 7.60
H 10.58 -2.41 7.09
H 11.24 -2.08 8.41
O 7.42 -4.36 12.23
H 7.42 -4.73 13.11
H 7.47 -5.12 11.65
O 6.00 -4.11 8.82
H 5.26 -4.51 9.28
H 6.64 -4.82 8.74
O 9.49 -2.21 12.27
H 10.35 -2.42 12.63
H 9.01 -3.03 12.28
*
```